[1]
109
Properties=species:S:1:pos:R:3:forces:R:3 method="wB97M-V/def2-TZVPD" multiplicity=2 homo_lumo_gap_ev="9.13 / 4.15" s_squared=0.754 charge=+1
H -1.996 -0.433 -1.140 0.080 0.332 0.020
O -0.372 2.660 -2.763 1.430 -0.159 0.706
H 0.643 -0.692 -1.746 0.682 -0.377 -0.219
H -1.119 4.498 -1.031 0.280 -0.650 -0.248
O -3.410 2.117 0.262 -0.757 -2.470 2.114
C 4.782 2.710 2.279 -0.860 2.253 0.108
H 4.645 -1.487 0.485 0.167 -0.462 0.915
C 0.518 -2.904 -3.726 -0.344 -2.463 -0.674
H -0.438 -2.444 -3.975 0.369 0.750 0.262
H -6.184 -0.647 2.189 -0.379 -0.101 -0.200
H 4.297 -4.844 1.402 -0.097 -0.453 -0.281
H -1.584 -1.868 -0.281 0.327 0.004 0.394
O -2.283 3.072 -3.671 1.872 0.512 1.228
C -1.768 -0.803 -0.140 -0.009 0.703 -0.744
C -5.939 1.389 -1.177 0.186 0.036 1.393
H 4.468 3.592 1.720 0.501 -0.288 -0.908
H -2.322 -0.391 2.833 -0.232 0.716 -0.071
C -4.258 1.551 3.349 1.509 1.145 -0.877
H 0.920 1.026 -1.831 0.486 0.075 0.259
H 0.890 3.520 1.580 0.304 -0.551 -0.263
H 5.633 -0.490 1.725 -0.253 -0.042 -0.373
H 1.412 -2.308 -3.542 -0.477 0.340 -0.186
C -0.032 -3.874 -6.153 1.046 -0.967 0.142
H 0.218 1.937 -6.406 0.701 0.455 0.176
H -0.597 1.928 4.278 0.139 -0.033 0.167
N -2.891 -0.627 0.738 -2.590 0.878 2.985
H 5.492 -0.192 -0.113 0.555 0.586 0.573
N 0.031 0.128 -5.548 1.355 -1.161 2.159
O -1.532 5.899 4.171 0.853 0.972 -0.821
O 0.283 -5.241 -4.180 0.330 0.562 -3.707
O 3.386 0.959 -1.425 0.979 0.229 0.391
H -1.747 -1.791 2.328 0.029 -0.532 -1.464
H -4.310 -0.980 -1.697 -0.097 -0.130 -0.107
H -6.648 0.974 1.686 -0.498 -0.252 -0.472
O -1.002 -0.437 -5.300 -1.603 0.193 -0.342
C 0.526 -5.207 1.770 -2.265 -1.146 1.780
C -0.301 2.833 3.748 1.997 -2.671 1.776
O 4.142 1.572 1.703 -0.405 -0.751 0.099
H -2.733 4.471 -1.695 0.130 -0.211 -0.555
O 3.158 1.885 3.626 -2.550 -2.070 0.549
N -4.758 0.795 2.209 -0.519 1.117 3.564
C -6.093 0.410 2.436 -1.345 -0.793 -1.129
H -6.580 0.653 3.381 0.940 -0.010 0.259
O 2.252 0.319 2.208 1.786 2.041 0.533
H -0.928 -4.487 -6.052 -0.361 0.561 0.242
O 0.171 -4.314 0.863 -1.582 2.123 -1.404
C -1.051 4.898 3.756 -3.185 -0.980 -0.443
N -1.348 3.329 -2.866 -4.251 0.270 -1.047
O 0.319 -3.760 -2.583 -0.357 0.555 0.620
H -6.090 -1.095 -1.639 0.086 0.216 -0.077
H -5.925 2.295 -0.571 0.413 0.475 -0.707
H 5.673 2.362 4.997 0.071 0.142 -0.370
C -0.911 2.934 2.400 -0.379 2.647 1.764
H -5.163 -1.819 -0.370 0.230 0.214 0.133
P -3.947 0.755 0.697 1.080 0.129 -6.135
C 1.227 -3.408 0.490 1.015 -2.303 -0.864
H 0.497 -4.431 -6.927 0.321 0.084 -0.025
N -5.286 0.365 -0.328 1.492 -1.637 0.516
C -2.614 -1.163 2.122 -0.252 0.682 0.862
O 3.192 -1.090 -2.143 -0.455 1.189 1.136
C 5.531 -0.896 0.719 0.596 -0.609 -1.312
O -0.266 -5.938 2.327 1.063 0.689 -0.946
C 2.360 -4.022 1.293 1.205 0.825 1.735
H -0.212 -2.885 -6.575 -0.033 0.045 0.626
O -0.658 3.923 4.510 0.439 -0.386 3.004
C 3.587 -4.543 0.632 0.077 0.685 -0.692
H -4.973 2.116 3.946 -0.543 -0.751 -0.177
H 0.784 2.917 3.791 0.245 -0.880 -0.792
C 0.761 -3.997 -4.814 -0.326 -0.040 -0.654
C 0.100 1.610 -5.373 -0.802 0.007 -1.470
H -1.398 5.430 -2.434 -0.230 -0.254 -0.509
N 6.781 -1.752 0.455 0.282 -0.112 -0.626
H 3.319 -5.299 -0.107 0.316 -0.253 0.170
H -0.383 3.137 0.379 0.056 0.163 0.043
O -0.230 -5.917 -2.161 -0.003 1.286 -0.665
H 0.881 1.891 -4.666 0.004 -0.264 -0.513
C 1.269 0.110 -1.354 -0.279 -0.525 0.033
O -1.223 4.326 2.533 -1.363 2.723 -2.434
H 4.190 2.717 5.809 -0.450 -0.192 -0.333
H -3.453 -1.679 2.589 -0.211 -0.111 -0.427
H 3.383 3.835 3.356 0.106 0.323 0.798
C -5.185 -0.964 -1.047 -0.352 0.509 0.470
C 0.057 -5.048 -2.958 -0.125 -1.084 4.555
C 4.816 3.035 4.975 -1.016 0.097 -1.107
H -5.464 1.433 -2.157 -0.017 0.462 0.114
H 1.827 -4.214 -4.883 0.006 0.430 -0.616
C -1.677 4.485 -1.967 0.522 0.736 0.885
C 0.065 2.853 1.332 -0.248 -1.129 -1.584
H -7.007 1.191 -1.270 0.067 -0.535 -0.185
H -1.838 2.373 2.284 0.238 0.009 -0.300
O 7.762 -1.200 -0.012 -0.655 0.394 0.385
N 2.772 -0.050 -1.621 -1.742 -0.937 -1.494
H 1.101 0.126 -0.277 0.470 0.281 -0.032
H 5.858 2.827 2.405 0.102 -1.407 -0.353
H 2.684 -3.298 2.040 0.056 0.143 0.171
H -3.637 2.333 2.912 0.482 -0.092 0.264
H 1.441 -3.573 -0.566 -0.317 0.105 -0.107
H 1.111 -2.333 0.626 -0.730 -0.180 0.649
H 0.232 1.779 1.245 1.178 0.013 -0.170
H -0.889 1.967 -5.086 0.247 -0.376 0.250
H -0.972 -0.222 0.326 0.650 -0.423 -0.558
O 1.790 -5.092 2.059 1.105 -0.065 0.116
C 4.011 2.969 3.567 1.673 0.639 2.166
H 4.057 -3.707 0.115 0.140 -0.037 -0.233
H -3.657 0.865 3.945 0.034 0.083 0.274
O 1.062 -0.514 -5.700 0.197 1.018 -0.651
O 6.748 -2.946 0.672 -0.643 0.195 0.374
C 3.069 1.187 2.490 0.633 -0.803 -0.679
H 5.100 4.041 5.281 0.252 0.062 -0.572

[2]
101
Properties=species:S:1:pos:R:3:forces:R:3 method="wB97M-V/def2-TZVPD" homo_lumo_gap_ev=7.39
H 2.076 2.974 9.306 -0.018 0.008 0.025
B 3.365 1.132 1.702 0.023 0.131 -0.031
C 0.551 1.022 0.078 0.174 -0.559 0.172
H -7.313 2.573 -5.337 -0.004 0.016 -0.003
C 2.616 -1.278 1.018 -0.102 0.759 0.153
C 4.155 -0.068 -0.498 -0.423 -0.482 0.432
C 2.070 -6.357 -2.235 0.124 0.015 0.010
O 3.835 -2.880 -2.929 0.416 -0.067 0.003
H 2.017 -6.257 -0.076 0.049 0.036 -0.054
H 2.051 1.679 7.290 0.016 -0.002 -0.025
N 0.039 1.927 6.822 -0.003 0.150 0.032
C -0.168 -0.035 0.921 -0.137 0.247 0.085
H -0.729 2.528 7.094 0.002 -0.001 -0.014
C 0.054 1.807 5.365 -0.064 -0.104 0.070
H -1.398 4.444 6.564 0.046 -0.011 0.017
H 1.376 0.045 -3.627 -0.138 0.051 0.158
C 3.450 -0.496 -1.735 -0.520 -0.377 0.258
C -6.423 0.166 -5.894 -0.094 -0.040 -0.072
H 2.689 -6.829 -3.010 -0.166 -0.052 -0.014
H -3.164 -1.895 -4.228 -0.061 0.051 -0.024
C -0.878 4.856 5.694 -0.022 0.032 -0.067
C 1.099 -4.268 -2.956 -0.220 -0.023 -0.198
H -0.203 -2.760 -2.122 -0.009 0.052 0.035
H 4.879 -0.086 2.395 0.071 0.062 0.012
C 1.268 2.434 7.409 -0.100 0.018 -0.091
O -0.867 3.968 4.597 -0.061 0.010 0.063
C -6.678 2.134 -4.561 -0.058 -0.013 0.008
Cl -1.233 0.915 2.044 -0.143 -0.096 -0.093
H 1.161 3.600 4.784 -0.036 0.022 0.084
H -6.447 0.944 -6.663 0.054 0.005 -0.007
O 2.613 2.279 1.983 0.173 -0.131 0.231
H 2.126 2.223 -1.774 -0.249 0.113 0.120
O 1.317 -1.877 -3.193 0.103 0.220 0.126
N 2.194 -0.169 -1.715 0.324 -0.158 -0.005
C 1.953 0.714 -0.489 0.130 1.050 -0.254
C -1.008 3.514 9.680 0.017 0.028 0.029
H -1.460 -1.498 -4.387 0.085 -0.022 0.062
H 3.631 -6.560 -0.749 -0.074 0.049 0.014
H 0.137 5.135 5.995 0.010 -0.002 0.029
H -1.255 -0.836 -0.800 0.023 -0.052 0.048
C 0.230 3.072 4.538 0.141 0.003 -0.095
C 3.777 -0.688 -4.514 0.214 0.139 -0.340
H -4.178 0.881 -2.924 -0.036 -0.035 -0.044
H -7.212 -0.558 -6.117 -0.022 0.028 0.007
O 2.461 2.015 -0.894 0.130 -0.552 -0.027
H 2.414 -7.852 -0.734 0.076 0.072 -0.009
C -0.979 -1.116 0.220 -0.087 -0.021 0.114
O -6.702 0.723 -4.617 0.090 0.030 0.042
H 0.312 2.769 3.495 0.013 0.012 -0.014
C -3.746 -0.052 -2.553 0.121 0.019 0.151
H -1.409 5.756 5.382 0.000 0.000 -0.002
H 0.789 1.833 0.766 0.048 -0.106 -0.109
C -2.681 -0.229 -5.565 0.022 0.115 -0.120
H 1.287 -4.105 -4.029 -0.098 -0.011 0.008
H 0.577 -0.473 1.586 -0.168 0.050 -0.022
H -4.178 1.020 -5.011 0.007 0.007 -0.012
P 4.521 -1.407 -2.995 -0.240 0.301 -0.016
O -2.466 -0.307 -3.106 0.072 -0.050 -0.079
H -0.890 1.346 5.066 0.018 -0.032 -0.020
H -7.067 2.422 -3.587 0.008 -0.002 0.007
H -1.489 4.454 9.947 -0.002 0.003 -0.009
H -0.888 2.912 10.587 -0.011 -0.004 0.010
Cl -0.512 1.771 -1.149 -0.073 0.049 -0.201
H -3.620 0.045 -1.475 0.005 -0.005 -0.004
N -3.985 0.384 -5.775 -0.057 -0.037 0.155
N 4.529 0.861 2.470 -0.624 -0.532 0.075
C -5.093 -0.552 -5.902 0.091 0.029 0.058
H 1.625 3.358 6.932 0.052 -0.012 0.015
H 2.986 -1.321 -4.922 0.064 0.060 0.115
O 2.699 -2.153 0.154 0.029 -1.050 -0.454
C 1.193 -0.576 -2.745 -0.134 0.142 -0.398
H -4.438 -0.872 -2.758 -0.031 0.005 -0.014
H 0.847 1.106 5.086 0.011 0.001 -0.016
H 0.720 1.839 9.406 -0.018 -0.025 -0.041
H -1.663 2.970 8.990 0.024 -0.035 0.008
C 0.864 -2.914 -2.298 0.138 -0.048 0.061
O 2.290 -1.336 2.208 -0.075 -0.146 0.468
H 4.583 -0.579 -5.242 -0.132 0.003 -0.091
H -0.428 -2.056 0.235 0.116 0.050 -0.193
H -1.938 0.573 -5.562 0.007 -0.022 -0.020
H 4.731 -0.951 -0.203 0.278 0.313 0.066
C 1.099 2.722 8.884 0.097 -0.034 0.081
H 1.426 -2.872 -1.360 -0.101 0.025 -0.028
H 4.431 1.092 3.451 0.291 0.358 -0.095
H 1.032 -6.675 -2.381 0.027 -0.004 -0.004
O 2.174 -4.950 -2.365 0.063 0.064 0.242
C -2.457 -1.060 -4.308 -0.023 -0.049 0.041
H 0.184 -4.867 -2.873 0.044 -0.001 0.003
H -5.119 -1.298 -5.095 -0.022 -0.036 -0.038
C 2.978 0.162 0.491 0.837 0.557 -0.316
H 2.889 3.035 1.455 -0.160 -0.010 -0.018
H -4.990 -1.092 -6.848 0.015 -0.018 -0.001
H -2.458 -0.863 -6.430 -0.008 -0.017 -0.004
O 0.240 3.833 9.106 -0.059 0.004 -0.056
H 3.366 0.307 -4.328 0.123 -0.006 -0.055
H 4.814 0.790 -0.639 -0.017 -0.019 -0.194
H -5.667 2.543 -4.670 -0.002 -0.010 -0.041
C 2.568 -6.776 -0.862 -0.108 -0.131 -0.080
H 0.209 -0.325 -2.355 -0.074 -0.183 0.145
H -1.905 -1.293 0.771 0.105 0.029 -0.057
H 3.815 -3.298 -3.798 -0.135 -0.158 0.143

[3]
105
Properties=species:S:1:pos:R:3:forces:R:3 method="wB97M-V/def2-TZVPD" homo_lumo_gap_ev=9.57 smiles="O=C1OC[C@@H](F)O1.O=S1(=O)OCCO1.CNC(C)=O.CNC(C)=O.CNC(C)=O.CNC(C)=O.CNC(C)=O.CNC(C)=O.CNC(C)=O"
O 22.735 -25.791 -26.804 -0.235 0.250 0.074
H 24.016 -28.556 -27.446 -0.142 -0.121 0.008
C 23.757 -32.071 -31.457 0.540 0.551 0.273
H 22.564 -33.464 -29.775 0.104 0.157 -0.050
S 22.640 -26.628 -25.476 1.103 0.068 -0.384
N 29.004 -26.153 -27.452 0.091 0.204 0.510
H 29.585 -33.016 -33.179 -0.157 0.037 -0.063
H 26.670 -29.036 -26.989 0.124 -0.121 0.068
N 30.349 -29.648 -28.789 0.383 0.772 0.131
H 32.761 -28.899 -32.949 0.230 -0.021 -0.126
H 26.169 -28.481 -29.446 0.185 -0.151 0.030
N 21.964 -28.921 -30.494 -0.216 0.221 0.055
N 25.825 -29.944 -25.312 -0.399 -0.220 -0.088
C 22.575 -20.814 -30.211 0.107 0.260 -0.275
H 20.347 -26.737 -29.641 -0.016 -0.142 -0.007
H 20.252 -29.290 -29.296 0.122 0.004 0.050
O 22.495 -28.036 -26.162 -0.250 -0.258 -0.074
H 22.767 -26.288 -28.767 0.295 0.225 -0.058
H 25.373 -24.207 -29.166 -0.126 0.001 0.098
H 24.049 -33.118 -31.482 -0.275 -0.132 -0.018
H 22.383 -28.648 -28.077 -0.168 0.420 -0.267
H 31.631 -28.587 -34.320 0.421 0.108 0.011
H 31.320 -33.179 -33.493 -0.013 0.028 0.044
H 30.087 -24.996 -28.869 -0.072 0.204 0.158
H 22.686 -31.929 -31.583 -0.077 -0.221 -0.137
H 20.355 -26.101 -31.271 -0.001 -0.035 -0.121
H 21.398 -30.618 -29.462 -0.048 -0.010 -0.010
H 30.987 -28.925 -32.755 0.204 -0.009 0.090
N 23.667 -21.759 -30.293 -0.087 -0.411 0.368
H 22.927 -29.184 -30.324 0.053 -0.087 -0.451
O 28.070 -30.020 -32.447 0.531 -0.359 -0.575
C 21.766 -27.648 -30.934 0.707 0.276 -0.117
H 26.102 -30.645 -27.302 -0.193 -0.281 0.278
H 22.883 -29.600 -24.085 -0.111 -0.238 -0.069
O 24.889 -30.379 -30.208 -0.364 -0.112 0.405
H 26.272 -29.529 -24.516 -0.053 0.081 0.066
H 30.228 -29.174 -27.910 -0.166 -0.281 0.173
H 22.874 -19.906 -29.683 -0.159 -0.060 0.185
H 25.379 -23.536 -30.796 -0.022 -0.147 0.007
H 28.596 -27.114 -25.081 0.058 -0.039 -0.098
H 21.726 -21.285 -29.732 0.053 -0.029 0.243
H 27.581 -30.421 -26.356 0.007 -0.117 -0.061
O 32.728 -31.182 -34.309 0.244 -0.207 0.190
H 24.246 -31.627 -28.146 -0.058 0.279 -0.012
C 26.805 -27.907 -30.119 -0.156 0.063 -0.224
H 28.137 -25.444 -24.690 0.015 -0.128 0.065
H 23.526 -34.038 -28.438 0.142 0.150 0.054
C 31.825 -29.170 -33.416 -1.202 0.337 -0.078
C 26.019 -27.526 -31.376 0.450 0.323 0.503
C 26.580 -30.039 -26.541 0.410 0.793 -0.270
C 23.053 -28.039 -27.484 0.986 -0.457 0.435
F 26.390 -26.261 -31.786 0.075 -0.102 -0.142
C 31.771 -30.619 -33.808 0.269 -0.198 -0.338
H 30.495 -32.652 -29.849 -0.038 -0.142 -0.134
H 30.563 -28.542 -30.583 -0.031 0.448 0.286
H 31.846 -29.628 -30.254 0.229 0.127 0.252
H 29.046 -31.834 -30.522 -0.079 -0.256 0.333
H 20.298 -30.212 -30.788 0.149 0.019 -0.082
C 30.407 -32.665 -33.795 0.581 0.234 -0.344
H 22.264 -20.517 -31.217 0.066 -0.055 0.017
H 28.341 -25.286 -29.207 0.092 0.385 0.215
O 22.797 -23.243 -28.799 0.425 0.252 -0.384
O 26.454 -28.458 -32.327 0.018 -0.106 -0.016
C 20.417 -27.020 -30.697 -0.026 0.050 -0.063
O 29.418 -31.460 -27.833 -0.130 0.354 0.045
C 27.877 -25.856 -26.739 -0.244 -0.728 -0.509
H 30.253 -32.905 -34.849 -0.197 -0.096 0.067
C 24.216 -31.418 -30.164 0.386 -0.170 -0.307
H 23.667 -31.073 -23.460 -0.056 0.090 0.272
H 26.875 -26.608 -25.040 -0.115 -0.108 0.083
C 23.672 -22.947 -29.605 -0.683 -0.390 -0.217
O 23.871 -26.571 -24.772 0.698 -0.130 0.109
C 31.168 -28.928 -29.758 -0.369 -1.183 -0.713
O 27.860 -28.728 -30.636 0.003 -0.167 0.262
H 29.481 -26.564 -29.416 0.194 0.126 -0.003
H 24.300 -31.543 -32.237 -0.192 -0.017 -0.147
H 24.281 -24.861 -30.395 -0.237 0.053 -0.011
H 27.273 -27.066 -29.621 -0.296 0.135 0.007
C 23.309 -26.559 -27.865 -0.787 -0.457 -0.132
O 23.921 -30.838 -26.130 -0.105 -0.180 -0.625
C 30.039 -31.698 -30.084 -0.077 0.258 -1.093
O 21.466 -26.319 -24.787 -1.473 0.343 0.576
H 24.371 -26.363 -27.928 0.163 0.209 -0.104
H 29.735 -26.678 -27.008 -0.008 0.107 0.250
C 29.906 -30.929 -28.823 -0.016 -0.134 0.607
C 29.257 -25.694 -28.785 -0.232 -0.721 -0.953
H 19.581 -27.675 -30.933 -0.009 -0.001 -0.011
C 27.888 -26.318 -25.298 -0.181 0.608 -0.084
H 24.938 -27.520 -31.270 -0.088 -0.181 -0.212
O 22.693 -27.004 -31.425 -0.316 -0.243 0.413
O 26.903 -25.333 -27.262 0.350 0.073 0.246
H 24.372 -29.411 -23.218 0.177 -0.296 0.109
N 30.589 -31.237 -33.602 -0.526 -0.233 0.280
C 27.532 -29.144 -31.859 -0.963 0.435 0.367
H 24.461 -21.495 -30.846 0.088 -0.237 -0.094
C 23.024 -33.154 -28.839 -0.600 -0.639 -0.049
H 29.765 -30.694 -33.391 0.141 0.014 0.230
C 20.925 -29.794 -29.996 -0.218 -0.112 0.288
H 22.206 -32.900 -28.160 0.115 0.048 0.052
H 30.565 -31.183 -30.890 0.298 -0.116 0.223
C 23.835 -30.086 -23.885 0.179 0.419 -0.298
C 24.736 -23.950 -30.014 0.573 0.636 0.019
H 31.754 -28.167 -29.258 -0.062 0.179 -0.021
C 24.526 -30.306 -25.211 0.090 0.003 0.343
N 23.907 -32.037 -29.011 0.199 0.376 0.191